This record from the OMol25 dataset describes C35H47BrCdIN7O7S3Si as an isolated structure. The level of theory is wB97M-V/def2-TZVPD.

The geometry in XYZ format:
```
103
Properties=species:S:1:pos:R:3:lowdin_charge:R:1
Cd -0.197 -0.135 0.185 1.376
C -2.071 3.704 0.180 -0.027
C -2.880 2.440 0.188 -0.357
C -4.260 2.490 0.096 -0.057
C -4.970 1.291 0.047 -0.069
C -4.294 0.105 0.148 -0.068
C -2.891 0.117 0.316 -0.535
N -2.216 1.285 0.268 0.063
N -2.148 -0.983 0.486 -0.187
Si -2.701 -2.255 1.515 0.392
C -3.518 -3.709 0.561 -0.177
C -1.215 -2.856 2.553 -0.181
C -3.967 -1.654 2.817 -0.171
H -2.684 4.549 0.484 0.082
H -1.695 3.891 -0.828 0.068
H -1.220 3.613 0.851 0.056
H -4.773 3.435 0.038 0.100
H -6.046 1.300 -0.068 0.107
H -4.800 -0.844 0.086 0.092
H -2.870 -4.117 -0.209 -0.015
H -4.448 -3.409 0.086 0.012
H -3.754 -4.509 1.254 0.021
H -0.846 -3.822 2.228 0.008
H -1.500 -2.946 3.595 0.026
H -0.407 -2.133 2.507 -0.020
H -4.936 -1.436 2.384 0.011
H -3.613 -0.750 3.303 0.032
H -4.108 -2.414 3.579 0.024
O 1.579 3.879 3.452 0.034
C 1.160 2.902 4.270 -0.268
C 1.080 3.197 5.633 -0.018
C 0.622 2.261 6.534 -0.088
C 0.258 0.994 6.099 -0.097
C 0.366 0.678 4.762 -0.026
C 0.808 1.615 3.827 -0.076
C 0.864 1.202 2.404 -0.464
O 0.763 -0.022 2.106 -0.162
N 1.024 2.193 1.537 -0.036
N 0.952 1.864 0.215 -0.165
C 1.208 2.834 -0.570 -0.913
S 1.661 4.424 0.080 0.965
C 2.074 5.137 -1.552 -0.510
C 1.142 4.529 -2.575 -0.503
S 1.133 2.716 -2.315 0.934
H 1.508 3.545 2.528 0.013
H 1.380 4.183 5.954 0.114
H 0.541 2.520 7.581 0.101
H -0.101 0.258 6.804 0.096
H 0.093 -0.304 4.402 0.105
H 3.119 4.909 -1.768 0.076
H 1.940 6.214 -1.477 0.078
H 1.474 4.703 -3.598 0.079
H 0.122 4.895 -2.442 0.071
C -1.895 -4.664 -4.084 -0.127
C -2.515 -3.294 -4.230 -0.279
S -1.836 -2.576 -5.759 0.683
O -2.361 -3.294 -6.883 -0.302
O -0.407 -2.465 -5.653 -0.283
C -2.556 -0.868 -5.812 -0.166
C -1.471 0.197 -5.751 -0.138
N -0.650 0.068 -4.566 0.049
C -1.055 0.208 -3.282 -0.359
N -0.104 -0.135 -2.430 0.032
C 0.953 -0.521 -3.173 -0.121
C 0.646 -0.399 -4.508 -0.179
N 1.515 -0.633 -5.594 -0.356
O 2.549 -1.204 -5.333 0.111
O 1.215 -0.189 -6.686 0.079
C -2.363 0.767 -2.877 0.021
H -2.294 -5.182 -3.217 0.081
H -0.818 -4.567 -3.972 0.064
H -2.102 -5.247 -4.978 0.081
H -2.257 -2.635 -3.406 0.085
H -3.590 -3.341 -4.381 0.105
H -3.251 -0.805 -4.979 0.087
H -3.098 -0.805 -6.752 0.107
H -1.919 1.197 -5.768 0.137
H -0.818 0.091 -6.620 0.117
H 1.880 -0.845 -2.751 0.088
H -2.844 1.301 -3.691 0.088
H -2.196 1.442 -2.040 0.064
H -3.030 -0.013 -2.509 0.090
Br 1.155 -6.618 -1.172 0.711
C 1.762 -5.704 0.371 -0.731
C 2.475 -6.418 1.321 -0.133
C 2.932 -5.787 2.462 -0.074
C 2.689 -4.435 2.646 -0.066
C 1.982 -3.715 1.697 -0.164
C 1.505 -4.350 0.560 -0.668
I 0.370 -3.245 -0.857 1.018
H 2.665 -7.466 1.153 0.099
H 3.481 -6.354 3.198 0.107
H 3.037 -3.938 3.538 0.111
H 1.785 -2.663 1.849 0.089
C 5.015 -0.849 -0.904 -0.069
C 3.689 -1.567 -0.703 -0.332
O 2.609 -0.670 -0.485 -0.202
H 5.818 -1.578 -0.935 0.077
H 5.202 -0.169 -0.076 0.081
H 5.021 -0.284 -1.835 0.077
H 3.744 -2.213 0.179 0.102
H 3.464 -2.205 -1.572 0.100
H 2.852 0.183 -0.862 0.060
```

HOMO level in eV: -7.628
Maximum force in eV Å⁻¹: 1.6
ΔE to the lowest compared entry with this formula, charge and spin in kcal/mol: 21.6
Charge: 0
Orbital gap in eV: 7.19
Multiplicity: 1